Entry from the Open Molecules 2025 dataset: an isolated molecule of C7H6O2S (wB97M-V/def2-TZVPD).

Computed properties:
maximum force	0.1016	Eh/bohr
2S+1	1
energy above the lowest of the compared OMol25 structures with the same formula, charge and spin	58.6	kcal per mole
molar mass	154.190	g mol⁻¹

Last column: Mulliken charge in e.
Cartesian coordinates (Å):
C  -0.04  -0.68  -2.17  -1.000
C  0.91  0.04  -2.83  -0.192
C  -0.08  -0.24  -0.76  0.539
C  0.77  0.79  -0.55  -0.190
C  0.37  1.21  1.50  0.429
C  -0.88  -0.65  0.35  -0.586
C  -0.29  -0.05  1.64  0.161
O  0.61  2.12  2.17  -0.385
O  -1.09  -0.01  2.83  -0.564
S  1.91  1.06  -1.81  -0.151
H  -0.67  -1.33  -2.76  0.323
H  1.32  -0.05  -3.81  0.423
H  -1.82  -0.18  0.16  0.319
H  -1.10  -1.72  0.60  0.302
H  0.59  -0.62  1.85  0.227
H  -0.51  0.31  3.59  0.344

---

Entry from the Open Molecules 2025 dataset: a cluster of 2 separate species, C41H45N4O2 in total (wB97M-V/def2-TZVPD).

Computed properties:
maximum force	0.0440	Eh/bohr
total charge	+1
2S+1	1
energy above the lowest of the compared OMol25 structures with the same formula, charge and spin	0.0	kcal per mole
molar mass	625.837	g mol⁻¹

Last column: Mulliken charge in e.
Cartesian coordinates (Å):
C  1.73  6.18  0.02  -0.946
N  1.44  4.79  -0.28  0.284
C  2.43  3.93  -0.67  0.408
O  3.60  4.22  -0.83  -0.691
C  1.77  2.56  -0.87  -0.065
C  2.42  1.47  0.00  0.486
C  3.84  1.22  -0.38  0.419
C  4.34  0.77  -1.59  -0.865
N  5.71  0.78  -1.55  -0.014
C  6.14  1.20  -0.29  -0.509
C  7.41  1.41  0.22  -0.868
C  7.52  1.88  1.54  -0.516
C  6.37  2.15  2.30  -0.833
C  5.09  1.95  1.79  -0.316
C  4.98  1.46  0.49  1.160
N  0.37  2.80  -0.51  0.504
C  -0.52  1.79  -0.51  0.076
C  -1.84  1.91  -0.11  0.150
C  -2.79  0.89  -0.04  0.549
C  -4.19  1.17  0.18  0.539
C  -5.18  0.17  -0.04  -0.301
C  -6.53  0.42  0.23  -0.749
C  -6.95  1.69  0.67  -0.396
C  -6.01  2.71  0.80  -0.755
C  -4.66  2.47  0.55  -0.270
C  0.11  4.21  -0.11  0.113
C  -0.32  4.31  1.36  -1.525
C  -0.88  4.92  -1.03  -1.637
H  2.79  6.35  -0.16  0.373
H  1.14  6.83  -0.64  0.295
H  1.49  6.41  1.06  0.313
H  1.84  2.29  -1.93  0.358
H  2.37  1.78  1.05  0.182
H  1.83  0.54  -0.11  -0.473
H  3.76  0.49  -2.47  0.448
H  6.31  0.53  -2.33  0.205
H  8.28  1.21  -0.40  0.400
H  8.51  2.04  1.98  0.385
H  6.49  2.52  3.32  0.389
H  4.18  2.16  2.35  0.368
H  -0.16  0.85  -0.93  0.967
H  -2.20  2.91  0.12  -0.883
H  -2.50  -0.12  -0.33  -0.052
H  -4.87  -0.79  -0.45  0.464
H  -7.27  -0.37  0.09  0.396
H  -7.99  1.88  0.91  0.407
H  -6.32  3.71  1.11  0.399
H  -3.97  3.31  0.61  0.299
H  0.47  3.91  2.01  0.339
H  -0.49  5.36  1.62  0.479
H  -1.24  3.75  1.55  0.422
H  -0.45  4.96  -2.04  0.396
H  -1.84  4.41  -1.08  0.343
H  -1.03  5.95  -0.67  0.483
O  -0.70  -1.79  -0.62  -0.361
C  -0.83  -3.19  -0.34  2.340
C  -1.76  -3.70  -1.43  -0.428
C  -1.78  -2.98  -2.62  -0.363
C  -2.64  -3.36  -3.65  -0.879
C  -3.45  -4.49  -3.50  -0.562
C  -3.40  -5.24  -2.31  -1.037
C  -2.56  -4.84  -1.27  -0.050
C  0.57  -3.84  -0.42  -0.256
C  1.68  -3.12  0.01  -0.128
C  2.97  -3.63  -0.16  -0.960
C  3.17  -4.89  -0.72  -0.634
C  2.05  -5.64  -1.10  -0.797
C  0.75  -5.13  -0.94  -0.443
C  -1.36  -3.35  1.10  -0.153
C  -2.84  -3.03  1.39  -0.261
C  -2.82  -2.72  2.89  -0.673
C  -1.37  -2.36  3.24  -0.740
N  -0.65  -2.42  1.97  -0.321
H  -0.45  -1.38  0.25  0.444
H  -1.12  -2.12  -2.73  0.398
H  -2.67  -2.76  -4.55  0.429
H  -4.11  -4.80  -4.32  0.399
H  -4.02  -6.13  -2.20  0.407
H  -2.51  -5.42  -0.35  0.537
H  1.55  -2.13  0.46  0.105
H  3.82  -3.04  0.16  0.478
H  4.17  -5.30  -0.86  0.402
H  2.18  -6.64  -1.52  0.418
H  -0.11  -5.73  -1.23  0.351
H  -1.13  -4.38  1.44  0.389
H  -3.15  -2.14  0.82  -0.235
H  -3.49  -3.86  1.10  0.562
H  -3.50  -1.90  3.15  0.350
H  -3.11  -3.60  3.47  0.285
H  -1.29  -1.39  3.74  0.366
H  -0.94  -3.12  3.92  0.280
H  0.30  -2.77  2.11  0.204

---

Entry from the Open Molecules 2025 dataset: the ion C5H11N2O with charge +1 (wB97M-V/def2-TZVPD).

Computed properties:
maximum force	0.0868	Eh/bohr
total charge	+1
structure (SMILES)	CC1(/[N+](O)=C/N)CC1
2S+1	1
energy above the lowest of the compared OMol25 structures with the same formula, charge and spin	110.8	kcal per mole
molar mass	115.156	g mol⁻¹

Last column: Mulliken charge in e.
Cartesian coordinates (Å):
C  -1.84  -0.11  -0.36  0.182
C  0.83  -1.09  -1.03  -0.876
C  1.42  0.29  -0.94  -0.514
C  0.55  -0.16  0.14  0.898
C  1.08  -0.47  1.48  -1.523
N  -2.94  0.60  -0.49  -0.324
N  -0.72  0.44  0.05  0.062
O  -0.89  2.09  0.23  -0.442
H  -1.76  -1.19  -0.48  0.399
H  0.17  -1.47  -1.78  0.350
H  1.68  -1.91  -0.93  0.249
H  2.43  0.58  -0.67  0.273
H  1.02  1.20  -1.38  0.327
H  1.72  -1.27  1.42  0.428
H  0.36  -0.79  2.32  0.356
H  1.47  0.47  1.97  0.280
H  -3.86  0.26  -0.77  0.257
H  -2.95  1.64  -0.28  0.263
H  -0.04  2.43  -0.05  0.356

---

Entry from the Open Molecules 2025 dataset: a cluster of 3 separate species, C7H15NO2 in total (wB97M-V/def2-TZVPD).

Computed properties:
maximum force	0.0784	Eh/bohr
structure (SMILES)	C=C/C=C/CNC=C.O.O
2S+1	1
energy above the lowest of the compared OMol25 structures with the same formula, charge and spin	105.1	kcal per mole
molar mass	145.202	g mol⁻¹

Last column: Mulliken charge in e.
Cartesian coordinates (Å):
C  -0.54  3.03  1.65  -0.862
C  0.04  2.68  0.51  -0.065
N  -0.17  1.43  -0.11  -0.277
C  0.90  0.89  -0.86  -0.802
C  1.73  -2.99  0.55  -0.786
C  0.81  -2.75  -0.35  -0.056
C  0.58  -1.45  -0.95  0.078
C  1.15  -0.45  -0.38  -0.285
H  -1.04  2.43  2.37  0.313
H  -0.49  4.01  2.05  0.266
H  0.86  3.20  -0.13  0.252
H  -0.65  0.82  0.49  0.359
H  0.73  1.00  -2.01  0.222
H  1.80  1.53  -0.89  0.507
H  2.16  -2.23  1.28  0.203
H  2.17  -3.94  0.59  0.309
H  0.35  -3.56  -1.02  0.251
H  -0.24  -1.36  -1.77  0.074
H  1.91  -0.60  0.34  0.278
H  -1.28  -1.44  0.75  0.313
H  -2.58  -0.90  1.22  0.333
O  -1.65  -1.03  1.53  -0.655
H  -1.79  1.01  -1.14  0.401
H  -2.19  0.18  -2.27  0.285
O  -2.56  0.50  -1.46  -0.657